The following is a DFT calculation (ωB97M-V/def2-TZVPD) of a 11-piece molecular cluster, C29H42Cl16NO9 overall in a non-equilibrium geometry.

total energy: -251020.6690 eV
HOMO: -11.18 eV
E_LUMO: -5.437 eV

ORCA input file:
```
! RIJCOSX wB97M-V def2-TZVPD def2/J DEFGRID3
* xyz 1 1
Cl -1.048 1.229 -4.951
Cl 3.657 -4.059 -3.239
Cl -1.469 -1.603 -5.409
Cl 1.551 6.066 -1.602
Cl 1.411 -3.793 3.323
Cl -0.935 -1.470 3.803
Cl 6.009 2.394 -2.291
Cl 7.094 0.587 -0.363
Cl -0.943 2.048 3.733
Cl 2.535 3.566 2.797
Cl 3.486 -4.128 1.270
Cl -1.167 3.673 1.368
Cl 5.011 -5.821 -1.386
Cl -0.518 4.076 -1.691
Cl 1.516 -0.782 5.268
Cl 4.841 3.855 0.895
O -4.005 0.724 1.442
O -4.818 -0.054 -5.554
O -4.130 -2.081 1.116
O -6.133 -2.300 5.336
O -5.241 2.669 -5.249
O -3.726 2.322 -0.844
O -5.435 0.256 5.844
O -3.191 -0.332 -1.168
O 3.058 -1.706 -1.637
N 2.156 -1.299 -0.935
C -0.873 -0.077 -6.195
C -4.519 -1.468 2.245
C -4.392 0.008 2.347
C 4.197 4.059 2.520
C -5.168 -0.280 4.634
C 2.465 -0.082 -0.097
C -3.899 1.826 -2.072
C 0.137 -1.190 -2.422
C 1.197 4.383 -1.330
C -1.225 3.694 3.124
C -4.664 0.510 3.679
C 2.723 1.091 -1.041
C -5.576 -1.689 4.454
C -3.620 0.340 -2.086
C 1.286 0.223 0.897
C 5.131 -4.335 -2.326
C -4.467 2.571 -3.030
C -4.527 0.541 -4.407
C 0.724 -3.310 -1.271
C -0.140 -0.015 0.435
C -0.284 -1.431 -0.037
C -5.175 -2.234 3.143
C 0.733 -1.785 -1.137
C -0.212 -1.143 5.413
C 3.626 -0.302 0.833
C -4.017 -0.199 -3.395
C 7.359 2.100 -1.229
C 2.705 -4.818 2.645
C -4.846 2.003 -4.313
H 5.980 -4.317 -3.007
H 7.447 2.891 -0.491
H 4.328 5.106 2.779
H -1.497 0.170 -7.046
H 3.535 -1.169 1.487
H 1.201 -3.848 -0.450
H -5.118 -3.299 2.970
H 2.846 1.930 -0.354
H -0.336 0.661 -0.405
H 4.563 -0.433 0.287
H 0.192 -0.227 -6.328
H 2.159 -5.677 2.267
H 3.861 0.563 1.453
H -0.781 -0.299 5.794
H 8.220 1.971 -1.878
H -4.974 0.588 -6.263
H -4.325 1.504 3.932
H -0.875 0.228 1.200
H 0.404 -1.809 -3.283
H 1.390 1.259 1.218
H 1.449 -0.367 1.802
H 0.547 -0.221 -2.704
H -4.699 3.590 -2.752
H -0.949 -1.226 -2.457
H -0.388 -1.991 6.069
H 1.296 -3.596 -2.154
H 1.441 3.942 -0.366
H 1.784 3.910 -2.114
H -3.732 1.658 -0.137
H 3.614 1.129 -1.669
H -2.255 3.935 3.374
H 4.733 3.486 3.273
H -1.307 -1.528 -0.396
H -0.294 -3.694 -1.300
H -0.197 -2.128 0.800
H -0.556 4.429 3.562
H -3.839 -1.369 0.518
H 1.898 1.311 -1.721
H 3.408 -5.033 3.443
H -6.051 -0.289 6.352
H 5.391 -3.527 -1.644
H -3.759 -1.242 -3.516
*
```

---

The following is a DFT calculation (ωB97M-V/def2-TZVPD) of an isolated ion of composition C2H5N2O and charge +1 in a non-equilibrium geometry.

total energy: -7171.2541 eV
HOMO (alpha / beta): -15.04 / -15.04 eV
E_LUMO (alpha / beta): -6.184 / -6.186 eV
relative energy (zero: lowest compared OMol25 entry of this formula, charge and spin): 461.0 kJ/mol

ORCA input file:
```
! RIJCOSX wB97M-V def2-TZVPD def2/J DEFGRID3
* xyz 1 1
O 2.028 0.627 -2.383
N -0.212 0.307 -0.016
N 1.812 0.456 -1.239
C -1.131 -0.150 1.066
C 0.759 -0.324 -0.504
H -1.149 0.725 1.725
H -0.488 -1.013 1.599
H 0.964 -1.330 -0.237
H -2.148 -0.447 0.610
H -0.434 1.150 -0.622
*
```

---

The following is a DFT calculation (ωB97M-V/def2-TZVPD) of C5H6IN in the gas phase in a non-equilibrium geometry.

total energy: -14869.0577 eV
HOMO: -8.91 eV
E_LUMO: -0.077 eV
relative energy (zero: lowest compared OMol25 entry of this formula, charge and spin): 300.8 kJ/mol

ORCA input file:
```
! RIJCOSX wB97M-V def2-TZVPD def2/J DEFGRID3
* xyz 0 1
I -5.069 -0.505 2.090
N -0.710 0.779 1.833
C -0.987 -0.575 -0.260
C -3.013 -0.077 1.688
C 1.210 0.526 0.537
C -2.006 0.546 1.998
C -0.199 0.308 0.764
H -0.938 -1.691 0.130
H -0.449 -0.645 -1.325
H 1.249 1.058 -0.432
H -1.993 -0.289 -0.479
H 1.754 -0.387 0.180
H 1.891 0.826 1.448
*
```

---

The following is a DFT calculation (ωB97M-V/def2-TZVPD) of C11H21CaF11GeN3O7S2SeTe as an isolated structure in a non-equilibrium geometry.

total energy: -229710.5145 eV
HOMO: -6.42 eV
E_LUMO: 2.030 eV
relative energy (zero: lowest compared OMol25 entry of this formula, charge and spin): 131.3 kJ/mol

ORCA input file:
```
! RIJCOSX wB97M-V def2-TZVPD def2/J DEFGRID3
* xyz -1 1
Te 1.310 0.172 2.766
Se 0.339 -0.452 -2.798
Ge -1.351 -0.077 -5.524
Ca -0.473 0.965 -0.220
S -2.898 2.397 -0.854
S -2.109 3.370 1.641
F -4.291 2.319 -3.036
F 1.579 1.092 -0.273
F 0.749 1.282 4.167
F 2.942 -0.041 3.682
F -3.913 2.647 3.366
F -2.975 0.982 2.343
F -5.491 2.513 -1.244
F -4.392 4.219 -2.002
F -1.912 2.023 3.917
F 0.767 -1.251 3.881
F 2.189 1.700 2.179
O 2.248 -1.134 1.638
O -0.265 0.168 1.861
O -0.784 2.983 1.218
O -0.131 -3.845 -2.482
O -1.724 2.856 -1.580
O -2.293 4.642 2.250
O -2.953 0.938 -0.789
N -3.206 3.133 0.471
N 1.607 -1.558 0.479
N 0.336 -3.324 -1.287
C -2.819 -1.027 -4.652
C 2.204 0.083 -2.769
C -2.750 2.160 2.910
C -0.310 0.832 -4.132
C -4.370 2.902 -1.836
C 3.245 -3.353 0.804
C -0.178 -1.331 -6.466
C 1.602 -3.239 -1.172
C 2.133 -2.652 0.082
C -2.043 1.261 -6.780
C 2.592 -3.719 -2.206
H 0.527 -0.797 -7.105
H -2.701 1.963 -6.265
H 2.677 -0.517 -1.997
H -0.759 -2.012 -7.089
H 2.939 -3.544 1.833
H 2.646 -0.103 -3.747
H 0.585 -3.842 -3.135
H 2.473 -3.179 -3.149
H -1.224 1.826 -7.227
H 3.497 -4.299 0.323
H -3.560 -0.320 -4.275
H -2.449 -1.613 -3.811
H 0.560 1.343 -4.543
H 4.131 -2.720 0.857
H -3.312 -1.706 -5.348
H -2.610 0.786 -7.582
H 0.387 -1.922 -5.744
H 2.469 -4.787 -2.402
H 2.278 1.119 -2.455
H -0.919 1.576 -3.618
H 3.609 -3.545 -1.866
*
```

---

The following is a DFT calculation (ωB97M-V/def2-TZVPD) of CH3N2PS in the gas phase in a non-equilibrium geometry.

total energy: -24187.6667 eV
HOMO: -8.88 eV
E_LUMO: -0.279 eV
relative energy (zero: lowest compared OMol25 entry of this formula, charge and spin): 228.7 kJ/mol

ORCA input file:
```
! RIJCOSX wB97M-V def2-TZVPD def2/J DEFGRID3
* xyz 0 1
S -1.743 2.007 -0.986
P -1.162 0.037 -0.847
N 0.245 0.063 0.257
N -3.655 -1.273 -0.677
C -2.897 -0.456 -0.480
H 0.824 -0.728 0.438
H 0.485 0.789 0.985
H -0.489 -0.781 -1.537
*
```

---

The following is a DFT calculation (ωB97M-V/def2-TZVPD) of C19H14BrN4O2PdSSe4 as an isolated structure in a non-equilibrium geometry.

total energy: -375730.7908 eV
HOMO: -3.23 eV
E_LUMO: 0.831 eV
relative energy (zero: lowest compared OMol25 entry of this formula, charge and spin): 176.3 kJ/mol

ORCA input file:
```
! RIJCOSX wB97M-V def2-TZVPD def2/J DEFGRID3
* xyz -1 1
Pd -0.420 -1.039 1.110
Br 3.332 2.353 1.094
Se -2.635 -3.286 2.971
Se -1.594 -1.128 4.752
Se 0.078 -0.233 3.634
Se -1.304 -3.253 1.210
S -5.620 3.843 1.940
O 1.551 -1.726 1.187
O 1.395 0.405 0.644
N -3.961 4.666 0.111
N -2.813 -3.805 -4.776
N -2.037 0.049 0.900
N -0.315 -1.397 -1.505
C -1.145 -2.187 -2.157
C 0.472 -0.539 -3.601
C 5.631 0.738 1.021
C 4.246 0.697 1.009
C 6.353 -0.438 0.938
C -3.092 0.199 1.723
C 3.565 -0.514 0.940
C -4.293 3.644 0.958
C -3.831 1.350 1.773
C 4.310 -1.688 0.877
C -2.102 -3.101 -4.209
C -1.215 -2.228 -3.555
C -1.723 1.078 0.092
C -0.387 -1.366 -4.296
C 0.487 -0.596 -2.212
C -3.518 2.441 0.938
C -2.415 2.256 0.076
C 5.690 -1.654 0.868
C 2.069 -0.608 0.925
H -3.354 -0.654 2.346
H -3.023 4.721 -0.249
H -0.873 0.945 -0.574
H 6.138 1.689 1.098
H -0.430 -1.365 -5.378
H -1.783 -2.829 -1.559
H -2.093 3.022 -0.610
H 3.780 -2.626 0.835
H 7.433 -0.407 0.934
H 1.166 0.026 -1.643
H -4.431 5.542 0.273
H 6.252 -2.574 0.811
H -4.664 1.430 2.454
H 1.124 0.148 -4.118
*
```